No. 1
ORCA calculation (the ωB97M-V functional and the def2-TZVPD basis) on a structure of composition C62H53CoN6P2S4.

CARTESIAN COORDINATES (ANGSTROEM)
Co (-0.513, 0.452, 0.104)
N (-0.573, -0.135, 1.941)
S (0.159, -0.231, 3.179)
N (1.566, 0.606, 3.359)
S (2.951, 0.042, 2.998)
N (3.204, -0.864, 1.776)
S (2.734, -0.538, 0.218)
N (1.356, -0.378, -0.181)
C (3.785, 0.847, -0.198)
C (3.144, 2.068, -0.340)
C (3.895, 3.185, -0.673)
C (5.268, 3.073, -0.845)
C (5.901, 1.845, -0.679)
C (5.159, 0.720, -0.351)
C (3.531, -1.925, -0.571)
C (3.582, -1.854, -1.958)
C (4.063, -2.935, -2.676)
C (4.471, -4.086, -2.010)
C (4.396, -4.155, -0.627)
C (3.925, -3.070, 0.103)
C (3.944, 1.508, 3.024)
C (5.320, 1.363, 3.147)
C (6.108, 2.500, 3.155)
C (5.516, 3.754, 3.035)
C (4.141, 3.877, 2.906)
C (3.335, 2.748, 2.898)
C (3.589, -0.935, 4.337)
C (3.448, -0.391, 5.608)
C (3.895, -1.117, 6.697)
C (4.469, -2.370, 6.508)
C (4.604, -2.896, 5.232)
C (4.164, -2.175, 4.130)
C (-0.705, 0.301, 4.634)
C (-2.026, -0.119, 4.711)
C (-2.790, 0.267, 5.798)
C (-2.234, 1.071, 6.786)
C (-0.915, 1.491, 6.689)
C (-0.140, 1.108, 5.605)
C (0.618, -1.921, 3.581)
C (0.721, -2.390, 4.884)
C (1.116, -3.704, 5.094)
C (1.404, -4.527, 4.011)
C (1.291, -4.046, 2.713)
C (0.891, -2.736, 2.492)
H (2.071, 2.144, -0.179)
H (3.403, 4.142, -0.791)
H (5.852, 3.945, -1.109)
H (6.972, 1.763, -0.810)
H (5.641, -0.242, -0.226)
H (3.240, -0.964, -2.474)
H (4.114, -2.882, -3.756)
H (4.842, -4.932, -2.573)
H (4.705, -5.054, -0.110)
H (3.851, -3.120, 1.177)
H (5.768, 0.381, 3.243)
H (7.181, 2.411, 3.259)
H (6.136, 4.641, 3.048)
H (3.685, 4.854, 2.813)
H (2.257, 2.824, 2.811)
H (2.991, 0.582, 5.741)
H (3.794, -0.708, 7.693)
H (4.815, -2.936, 7.363)
H (5.050, -3.871, 5.089)
H (4.257, -2.568, 3.131)
H (-2.453, -0.720, 3.916)
H (-3.822, -0.048, 5.869)
H (-2.837, 1.384, 7.628)
H (-0.495, 2.140, 7.446)
H (0.873, 1.466, 5.495)
H (0.490, -1.745, 5.723)
H (1.193, -4.086, 6.104)
H (1.705, -5.554, 4.182)
H (1.495, -4.693, 1.869)
H (0.775, -2.340, 1.488)
C (-0.611, -1.979, -2.563)
N (-1.651, -0.968, -2.235)
P (-0.957, 0.638, -2.116)
C (0.305, 0.740, -3.405)
C (1.595, 1.117, -3.053)
C (2.570, 1.265, -4.033)
C (2.255, 1.021, -5.360)
C (0.962, 0.645, -5.717)
C (-0.015, 0.518, -4.745)
C (-2.263, 1.722, -2.744)
C (-2.117, 3.099, -2.590)
C (-3.077, 3.957, -3.102)
C (-4.185, 3.445, -3.764)
C (-4.330, 2.074, -3.922)
C (-3.369, 1.211, -3.416)
P (-2.130, -1.002, -0.546)
C (-2.396, -2.726, -0.074)
C (-2.164, -3.039, 1.263)
C (-2.430, -4.316, 1.738)
C (-2.930, -5.283, 0.880)
C (-3.171, -4.975, -0.454)
C (-2.910, -3.701, -0.931)
C (-3.787, -0.280, -0.524)
C (-3.976, 0.894, 0.200)
C (-5.227, 1.499, 0.227)
C (-6.284, 0.933, -0.466)
C (-6.101, -0.246, -1.184)
C (-4.858, -0.853, -1.210)
H (-0.311, -1.847, -3.600)
H (-1.025, -2.974, -2.453)
H (0.276, -1.895, -1.924)
H (1.829, 1.290, -2.007)
H (3.570, 1.576, -3.755)
H (3.012, 1.134, -6.126)
H (0.717, 0.466, -6.755)
H (-1.029, 0.253, -5.025)
H (-1.263, 3.507, -2.064)
H (-2.963, 5.025, -2.976)
H (-4.938, 4.117, -4.156)
H (-5.194, 1.674, -4.436)
H (-3.481, 0.138, -3.525)
H (-1.774, -2.273, 1.924)
H (-2.243, -4.553, 2.778)
H (-3.137, -6.280, 1.248)
H (-3.566, -5.729, -1.122)
H (-3.108, -3.467, -1.970)
H (-3.143, 1.348, 0.727)
H (-5.366, 2.416, 0.785)
H (-7.257, 1.407, -0.449)
H (-6.930, -0.688, -1.721)
H (-4.719, -1.768, -1.773)
S (-0.493, 2.790, 0.496)
C (-0.623, 2.977, 2.160)
N (-0.726, 3.130, 3.303)

Properties
HOMO (alpha / beta) in eV: -9.68 / -9.63
LUMO (alpha / beta) in eV: -2.1 / -2.1
Kohn-Sham gap (alpha / beta) in eV: 7.57 / 7.51
Net charge: +1
Spin multiplicity: 2
F_max in eV/Å: 0.44

=====

No. 2
ORCA calculation (the ωB97M-V functional and the def2-TZVPD basis) on a cluster of 2 separate species, C2H7N2O in total at a distorted geometry.

CARTESIAN COORDINATES (ANGSTROEM)
C (0.580, -1.629, -1.982)
N (1.584, -1.004, -1.226)
H (0.939, -2.464, -2.560)
H (-0.436, -1.393, -1.716)
H (1.263, -0.391, -0.488)
H (2.386, -0.761, -1.782)
C (-0.663, 0.761, 1.506)
N (-1.417, 1.856, 1.750)
O (-0.236, 0.429, 0.422)
H (-0.452, 0.174, 2.410)
H (-1.894, 1.903, 2.633)
H (-1.654, 2.519, 1.032)

Properties
HOMO (alpha / beta) in eV: -5.81 / -9.57
LUMO (alpha / beta) in eV: 0.8 / 0.8
Kohn-Sham gap (alpha / beta) in eV: 6.58 / 10.34
Spin multiplicity: 2
F_max in eV/Å: 1.32